Computed, not measured: one molecule with the formula C6H16N2 in a non-equilibrium geometry, with wB97M-V/def2-TZVPD.

Cartesian coordinates (Å):
H: -1.6020 -3.4739 1.6045
C: 0.1309 0.1257 -1.8946
H: -1.5351 -1.9647 -0.8488
H: 0.9301 -1.7858 -0.5485
C: 0.0865 2.5929 0.3670
H: -1.8929 -1.1517 0.6068
H: -1.2809 -3.9133 -0.0277
H: 1.2776 0.8837 1.0517
H: 1.4477 3.0882 1.8644
H: -0.8541 -0.0762 -2.3043
C: -1.0059 -3.2210 0.7784
H: -0.0239 -3.3581 1.0120
N: -0.1178 0.2446 -0.4662
H: 0.7690 -0.6806 -2.2660
C: 0.8572 1.2279 0.0627
H: 0.5258 4.2750 1.3479
N: 1.0774 3.5044 1.0565
C: -1.0658 -1.8362 0.2041
H: 0.2965 1.2153 -2.4354
H: 1.8767 1.2889 -0.5340
H: -0.7614 2.2051 0.8912
C: 0.2256 -1.0817 0.1024
H: 0.9141 -1.0509 0.9974
H: -0.2751 2.9422 -0.6216

Cartesian forces (eV/Å) of the 3 atoms listed first:
H -0.88 0.13 1.22
C -2.19 3.05 -2.57
H 1.20 0.46 1.22

Values from the calculation:
Energy relative to the best compared isomer or geometry (same formula, charge and spin) ... 289.9 kJ/mol
E_HOMO ... -9.2 eV
Energy ... -9459.070 eV
SMILES ... CCCN(C)CCN
LUMO level ... 1.086 eV

These are the Mulliken partial charges, in e, on atoms 1 to 2:
1. H 0.336
2. C -1.080